[1]
C31H28Cl2LaN6OS2Si as an isolated structure at a distorted geometry, computed with ωB97M-V/def2-TZVPD.

The geometry in XYZ format:
```
72
Properties=species:S:1:pos:R:3:forces:R:3:mulliken_charge:R:1
La 1.145 0.022 -0.118 0.046 -1.207 0.343 1.5318
N 3.584 -0.069 3.953 -0.265 -0.068 -0.040 0.0080
C 2.353 -0.102 4.600 0.261 0.028 0.151 0.5758
C 1.995 -0.052 5.944 -0.056 -0.010 -0.058 -1.2748
C 0.643 -0.097 6.217 -0.075 -0.005 -0.001 -0.5196
C -0.320 -0.183 5.195 0.073 0.010 0.048 -1.0627
C 0.045 -0.233 3.867 0.019 0.003 0.031 -0.1331
C 1.411 -0.197 3.582 -0.139 -0.039 -0.283 0.2018
N 2.061 -0.234 2.347 -0.099 0.132 0.190 0.0421
C 3.342 -0.153 2.625 0.394 0.028 -0.107 0.2838
C 4.383 -0.141 1.591 -0.371 -0.026 0.120 -0.2475
C 5.727 -0.018 1.751 -0.062 -0.002 -0.021 -0.4238
S 6.481 -0.029 0.224 0.282 0.019 0.101 -0.0992
C 4.971 -0.196 -0.521 -0.447 -0.036 -0.128 -0.2978
N 3.950 -0.245 0.289 0.315 0.024 0.025 0.1644
H 4.489 0.009 4.383 -0.008 -0.014 0.041 0.2157
H 2.726 0.020 6.737 0.023 0.006 -0.015 0.4289
H 0.314 -0.058 7.246 -0.007 -0.001 -0.003 0.4021
H -1.368 -0.196 5.463 -0.002 0.000 0.007 0.4824
H -0.695 -0.270 3.074 0.006 -0.004 -0.008 0.6105
H 6.295 0.084 2.661 0.027 0.000 -0.013 0.3569
H 4.868 -0.249 -1.596 0.027 0.006 0.001 0.4246
Cl 1.938 5.027 -0.884 0.000 -0.065 0.046 -0.2101
C 1.875 3.880 -2.169 0.035 0.303 -0.378 0.7555
C 1.838 4.359 -3.503 0.018 -0.048 0.228 -0.6252
C 1.770 3.496 -4.551 -0.009 -0.174 -0.015 0.6445
Cl 1.731 4.108 -6.171 -0.001 -0.005 0.019 -0.2463
C 1.728 2.089 -4.328 0.019 0.228 -0.205 0.0516
C 1.646 1.122 -5.351 0.004 0.041 -0.049 -0.8025
C 1.601 -0.207 -5.034 0.009 -0.066 0.198 -0.8914
C 1.622 -0.575 -3.677 -0.015 -0.018 -0.158 -0.5398
N 1.701 0.298 -2.697 -0.052 0.193 0.106 0.2111
C 1.767 1.634 -3.000 -0.006 -0.142 -0.149 0.5298
C 1.852 2.540 -1.898 0.033 -0.634 0.504 -0.1424
O 1.873 1.996 -0.686 0.256 1.338 -0.484 -1.1099
H 1.868 5.426 -3.676 -0.013 0.003 0.008 0.4721
H 1.617 1.446 -6.383 0.009 0.003 0.005 0.4511
H 1.543 -0.971 -5.796 -0.011 0.007 -0.012 0.4446
H 1.565 -1.619 -3.384 0.006 -0.005 -0.033 0.5274
C -1.579 -3.208 -1.840 -0.045 0.028 0.173 -0.7748
N -1.479 -3.167 -0.386 -0.136 0.018 -0.093 0.3855
C -2.548 -3.219 0.491 0.070 0.060 0.014 -0.2629
C -2.043 -3.159 1.740 -0.035 0.022 -0.004 -0.7469
N -0.672 -3.057 1.600 0.099 -0.003 -0.088 0.1861
C -0.331 -3.067 0.296 0.550 0.003 -0.102 -0.5039
S 1.278 -3.001 -0.339 -0.446 0.119 0.042 -0.4046
H -2.614 -3.415 -2.093 0.011 -0.029 -0.039 0.3529
H -0.922 -3.986 -2.219 0.001 0.017 -0.058 0.3841
H -1.304 -2.241 -2.256 0.036 -0.001 -0.017 0.1748
H -3.564 -3.235 0.138 -0.020 -0.024 0.014 0.6287
H -2.526 -3.155 2.700 -0.019 -0.007 -0.013 0.4670
H 0.020 -3.036 2.331 -0.048 -0.006 0.058 0.2884
C -1.795 2.206 -1.620 -0.096 0.040 -0.160 -1.2479
Si -1.771 1.016 -0.137 -0.221 0.023 0.211 0.1517
C -2.134 2.144 1.347 0.062 0.113 0.116 -1.2272
C -3.365 -0.005 -0.309 -0.186 -0.288 -0.166 0.5715
C -3.773 -0.501 -1.554 0.082 0.076 -0.048 -0.3906
C -4.899 -1.301 -1.705 0.004 -0.047 0.047 -0.6868
C -5.662 -1.643 -0.594 0.018 0.016 -0.020 -0.5660
C -5.293 -1.155 0.652 -0.045 0.039 -0.013 -0.7218
C -4.169 -0.350 0.784 0.078 0.060 0.055 -0.1848
H -2.762 2.715 -1.669 0.023 0.023 -0.028 0.4784
H -1.636 1.711 -2.583 0.003 -0.015 0.020 0.2577
H -1.021 2.973 -1.524 0.016 -0.013 0.044 0.2990
H -3.077 2.682 1.217 -0.007 -0.024 -0.007 0.3930
H -1.345 2.893 1.463 0.004 -0.012 -0.009 0.3616
H -2.189 1.598 2.293 -0.021 0.008 0.001 0.2724
H -3.213 -0.231 -2.446 0.021 -0.023 0.028 0.3632
H -5.191 -1.646 -2.690 0.002 0.004 0.003 0.4318
H -6.543 -2.261 -0.704 -0.006 0.009 0.002 0.4037
H -5.896 -1.389 1.521 0.002 0.004 0.013 0.3854
H -3.921 0.027 1.771 0.024 0.008 0.012 0.2913
```
Forces are in eV/Å.

Output
Highest occupied orbital energy: -9.10 eV
E_LUMO: -0.1028 hartree
Total charge: +1
Total energy: -99042.2599 eV
ΔE to the lowest compared entry with this formula, charge and spin: 0.0 kcal per mole

***

[2]
C31H28CuN5P2Se3 as an isolated structure, computed with ωB97M-V/def2-TZVPD.

The geometry in XYZ format:
```
70
Properties=species:S:1:pos:R:3:forces:R:3:mulliken_charge:R:1
Cu 0.049 2.864 1.441 -0.167 0.456 0.044 -0.3030
Se 1.350 -3.797 0.687 -0.052 0.016 0.013 -0.3868
P -0.171 -2.664 -0.225 0.082 0.041 0.007 0.6240
C 0.236 -2.301 -1.967 0.015 -0.027 -0.180 0.4001
C 1.536 -1.876 -2.238 -0.067 -0.259 -0.119 -0.4452
C 1.925 -1.553 -3.528 0.011 -0.323 -0.029 -0.4440
C 1.021 -1.680 -4.575 0.097 -0.100 0.043 -0.8094
C -0.264 -2.132 -4.323 -0.015 0.005 0.040 -0.8892
C -0.660 -2.442 -3.026 0.073 0.156 0.036 0.0228
C -1.805 -3.460 -0.256 -0.052 0.057 -0.029 0.4956
C -1.917 -4.763 0.205 -0.044 -0.063 -0.024 -0.8576
C -3.145 -5.418 0.163 0.071 0.012 0.010 -0.5678
C -4.260 -4.772 -0.341 0.005 0.031 -0.020 -0.5188
C -4.155 -3.463 -0.803 0.019 -0.031 0.034 -0.7190
C -2.937 -2.809 -0.756 0.027 0.038 0.039 -0.2715
C -0.472 -1.046 0.540 -0.281 -0.277 0.128 1.2160
C 0.273 0.109 0.766 0.195 0.159 -0.067 -0.4881
N -0.565 0.989 1.358 -0.004 -0.312 0.016 0.2876
N -1.741 0.411 1.523 0.040 -0.153 -0.054 -1.1335
N -1.705 -0.819 1.051 0.057 0.333 -0.026 -0.2134
P 1.898 0.753 0.346 0.096 -0.112 -0.034 0.7297
Se 2.425 2.539 1.436 -0.003 -0.209 -0.089 -0.6342
C 3.128 -0.530 0.653 0.025 -0.055 0.114 0.8587
C 3.244 -0.979 1.970 0.039 -0.014 -0.087 -0.6688
C 4.180 -1.945 2.290 0.028 0.003 -0.012 -0.6847
C 5.011 -2.464 1.304 -0.024 0.016 0.047 -0.5907
C 4.906 -2.014 -0.002 -0.041 0.054 -0.011 -0.6741
C 3.964 -1.047 -0.329 0.263 0.053 0.113 0.1343
C 1.838 1.100 -1.426 0.070 0.122 -0.124 0.9489
C 0.647 0.971 -2.132 -0.041 0.206 -0.119 -0.2147
C 0.604 1.290 -3.485 -0.043 0.152 0.149 -0.7762
C 1.748 1.730 -4.133 -0.003 0.049 0.053 -0.4650
C 2.939 1.868 -3.428 -0.039 -0.010 -0.013 -0.9450
C 2.984 1.566 -2.077 -0.109 0.024 0.049 -0.2783
H 2.251 -1.825 -1.428 -0.239 -0.140 -0.134 0.2367
H 2.936 -1.212 -3.717 -0.021 -0.001 -0.003 0.5160
H 1.324 -1.441 -5.588 -0.008 0.014 0.029 0.4256
H -0.967 -2.251 -5.139 0.007 -0.011 0.020 0.4142
H -1.665 -2.796 -2.853 -0.039 -0.050 0.005 0.4995
H -1.037 -5.258 0.596 -0.011 -0.011 0.012 0.2883
H -3.224 -6.434 0.529 0.011 0.009 -0.003 0.3963
H -5.216 -5.281 -0.372 0.020 0.008 0.002 0.3796
H -5.027 -2.950 -1.185 0.016 -0.003 -0.003 0.3980
H -2.870 -1.782 -1.088 0.002 -0.004 0.015 0.4637
H 2.592 -0.580 2.737 -0.007 0.017 0.001 0.3626
H 4.255 -2.305 3.308 -0.005 0.007 -0.012 0.3840
H 5.740 -3.225 1.555 -0.026 0.017 0.002 0.3843
H 5.550 -2.421 -0.772 -0.022 0.011 0.008 0.4092
H 3.879 -0.712 -1.354 0.101 0.055 0.051 0.1619
H -0.243 0.609 -1.634 0.012 0.055 -0.027 0.4197
H -0.325 1.185 -4.031 0.020 -0.008 0.028 0.3982
H 1.713 1.973 -5.188 0.002 -0.006 0.022 0.4427
H 3.829 2.227 -3.930 -0.011 -0.008 0.017 0.4201
H 3.902 1.712 -1.520 -0.001 0.002 0.016 0.5113
C -3.870 3.158 1.759 0.018 0.119 0.142 -0.7739
N -3.223 3.848 2.875 -0.183 -0.213 -0.217 0.1829
C -3.635 3.797 4.194 -0.028 -0.081 -0.241 -0.3737
C -2.757 4.522 4.910 0.238 0.144 -0.094 -0.3546
N -1.817 5.006 4.015 0.217 0.124 0.152 0.1479
C -0.640 5.797 4.360 -0.173 -0.100 0.022 -0.8537
C -2.098 4.579 2.768 -0.153 -0.094 0.196 -0.0434
Se -1.100 4.929 1.229 -0.083 0.102 0.137 -0.2549
H -4.813 2.755 2.121 -0.004 0.001 -0.017 0.3245
H -3.242 2.345 1.401 0.081 -0.052 0.064 0.2222
H -4.051 3.865 0.953 0.004 0.030 0.007 0.3447
H -4.506 3.246 4.499 0.013 0.009 -0.032 0.4120
H -2.709 4.732 5.963 0.015 0.020 -0.027 0.4154
H -0.666 5.988 5.430 0.013 0.009 0.000 0.3125
H -0.646 6.735 3.814 -0.025 0.030 -0.023 0.3458
H 0.263 5.249 4.100 0.020 -0.041 -0.013 0.2960
```
Forces are in eV/Å.

Output
Highest occupied orbital energy: -7.56 eV
E_LUMO: 0.0144 hartree
Total energy: -299310.3051 eV

***

[3]
A 5-piece molecular cluster, C31H28F3N2O17 overall at a distorted geometry, computed with ωB97M-V/def2-TZVPD.

The geometry in XYZ format:
```
81
Properties=species:S:1:pos:R:3:forces:R:3:mulliken_charge:R:1
N 5.232 -2.083 -5.403 0.316 4.601 1.755 -0.5130
C 4.664 -0.678 -5.246 0.404 0.894 0.096 -0.1792
N 5.329 0.553 -5.304 -2.191 -2.907 -0.521 -0.0686
C 4.386 1.747 -5.044 -0.259 -0.458 2.367 -0.5671
C 3.334 0.974 -3.999 0.316 -0.353 -0.647 -0.4261
C 3.067 -0.325 -4.963 0.494 0.445 0.391 0.1988
C 2.061 -1.526 -4.479 0.823 -0.852 -0.407 -0.7045
C 0.497 -1.344 -4.972 -0.069 -0.265 0.432 0.2549
O 0.315 -1.680 -6.393 0.351 2.108 1.281 -0.5283
C -0.155 0.124 -4.624 -2.641 -0.272 0.123 0.6948
F 0.348 1.237 -5.468 -1.367 -3.240 3.063 -0.2527
F -0.088 0.382 -3.159 0.130 -0.212 -4.876 -0.2197
F -1.627 0.007 -4.945 4.826 0.790 1.098 -0.2801
H 5.110 -2.541 -4.450 -0.285 0.554 -1.537 0.3493
H 6.282 -1.923 -5.453 -1.548 -0.442 -0.076 0.4303
H 6.349 0.699 -5.493 -1.360 -0.554 0.295 0.3094
H 3.853 2.185 -6.017 1.436 -0.981 2.231 0.3196
H 5.000 2.481 -4.367 -1.172 -0.980 -1.970 0.3626
H 3.919 0.616 -3.024 -1.194 0.952 -2.138 0.2817
H 2.384 1.584 -3.675 1.915 -1.239 -0.956 0.3094
H 2.668 0.166 -5.949 0.744 -1.278 1.514 0.2485
H 2.451 -2.519 -5.014 -1.085 2.116 1.021 0.4384
H 2.127 -1.773 -3.314 -0.232 0.954 -2.492 0.3277
H -0.142 -2.143 -4.358 1.266 1.932 -1.334 -0.1276
H 0.236 -0.851 -6.957 0.147 -1.383 1.174 0.4163
C 8.353 -1.679 -0.266 -0.006 0.177 0.184 -0.8193
C 8.019 -1.901 -1.538 0.432 -1.663 -0.259 0.3707
C 7.426 -0.827 -2.382 -0.113 0.823 0.260 0.8711
O 7.146 -1.056 -3.553 0.136 -0.212 0.114 -0.6088
C 7.192 0.486 -1.761 -0.076 -0.577 -0.718 -0.8840
C 7.523 0.708 -0.488 -0.560 2.371 0.708 0.3191
C 8.142 -0.359 0.347 0.619 -0.544 1.342 0.7752
O 8.452 -0.120 1.509 -0.465 0.081 -1.262 -0.5634
O 7.303 1.939 0.103 0.628 -2.330 -0.427 -0.5530
O 8.213 -3.141 -2.121 -0.645 1.857 -0.055 -0.5596
H 8.787 -2.450 0.358 -0.011 0.052 -0.041 0.4339
H 6.744 1.253 -2.380 0.056 0.015 0.059 0.4945
H 7.628 1.847 1.025 -0.099 0.088 -0.269 0.3595
H 7.894 -3.047 -3.045 0.296 -0.131 0.473 0.3233
C -1.081 -2.650 -1.377 0.163 0.195 0.322 -0.8028
C -1.514 -3.763 -1.972 0.177 0.390 -1.776 0.3743
C -2.004 -4.925 -1.179 -0.518 -1.175 0.392 0.7886
O -2.413 -5.927 -1.754 0.448 0.982 0.074 -0.6083
C -1.972 -4.820 0.288 -0.035 -0.175 -0.411 -0.8564
C -1.536 -3.707 0.883 -0.198 -0.302 1.981 0.3963
C -1.072 -2.537 0.090 0.203 0.540 -0.323 0.9473
O -0.695 -1.521 0.665 -0.006 -0.928 -0.273 -0.7921
O -1.500 -3.603 2.262 0.316 0.621 -2.033 -0.5823
O -1.523 -3.878 -3.350 -0.178 -0.490 1.852 -0.5669
H -0.725 -1.798 -1.942 -0.080 0.026 0.071 0.4416
H -2.314 -5.677 0.853 -0.003 0.060 -0.042 0.4348
H -1.149 -2.705 2.446 -0.207 -0.402 0.000 0.3657
H -1.880 -4.774 -3.535 0.076 0.297 0.032 0.3434
C -5.719 -0.034 2.217 0.400 -0.362 -0.208 -0.9452
C -6.069 1.177 2.653 -2.084 -0.067 0.529 0.3162
C -5.088 2.296 2.701 0.442 1.128 0.208 0.9990
O -5.445 3.403 3.089 0.102 -0.965 -0.415 -0.5640
C -3.706 2.020 2.278 -0.330 0.204 0.164 -0.9237
C -3.355 0.807 1.846 1.961 0.272 -0.407 0.4092
C -4.343 -0.304 1.771 -0.604 -0.777 -0.057 0.9885
O -3.994 -1.402 1.352 0.165 0.641 0.149 -0.4901
O -2.057 0.540 1.449 -2.337 -0.109 0.507 -0.5525
O -7.360 1.437 3.076 2.105 0.321 -0.533 -0.5905
H -6.422 -0.856 2.174 0.043 0.057 -0.002 0.4468
H -2.999 2.837 2.335 -0.044 -0.044 -0.008 0.4512
H -2.057 -0.404 1.178 0.234 0.467 0.100 0.2164
H -7.362 2.383 3.341 -0.037 -0.275 0.078 0.3282
C -5.391 4.766 8.492 -0.068 -0.145 0.347 -0.8462
C -5.659 4.723 7.186 1.130 1.355 -0.788 0.3985
C -6.662 3.772 6.632 -0.670 -0.595 -0.558 0.8611
O -6.901 3.769 5.430 0.272 0.237 0.808 -0.5501
C -7.333 2.857 7.569 0.097 0.148 -0.402 -0.9244
C -7.062 2.897 8.875 -1.136 -1.410 0.800 0.4047
C -6.080 3.867 9.431 0.658 0.566 0.796 0.8495
O -5.865 3.894 10.638 -0.362 -0.270 -0.882 -0.6044
O -7.687 2.038 9.760 1.254 1.496 -0.613 -0.5616
O -5.013 5.563 6.297 -1.273 -1.443 0.585 -0.5738
H -4.665 5.454 8.908 -0.059 -0.040 -0.022 0.4175
H -8.047 2.158 7.151 0.028 0.043 0.023 0.4338
H -7.324 2.265 10.644 -0.157 -0.083 -0.342 0.3503
H -5.381 5.341 5.414 0.159 0.074 0.278 0.3387
```
Forces are in eV/Å.

Output
Highest occupied orbital energy: -10.81 eV
E_LUMO: -0.1702 hartree
Total charge: +1
Total energy: -78528.1367 eV